Record 1
The following is a quantum chemistry calculation of one molecule with the formula C4H6N2S2 in a non-equilibrium geometry, from OMol25.

- HOMO level: -8.58 eV
- 2S+1: 1
- F_max: 7.16 eV/A
- Kohn-Sham gap: 7.793 eV
- Structure (SMILES): [H]/N=C/N(S)C(=C)C=S
- LUMO: -0.79 eV
- Charge: 0

Each line ends with the Mulliken charge.
CARTESIAN COORDINATES (ANGSTROEM)
H 0.9128 -2.2254 -1.9648  0.2084
N 0.5351 -1.6832 -1.2320  -0.6225
C 0.5777 -0.3557 -1.5243  0.0087
N -0.0247 0.4943 -0.6790  -0.0508
S 0.0062 2.0870 -1.1042  -0.1799
C -0.2358 0.0676 0.6774  0.7703
C -0.1555 1.0755 1.5997  -0.9031
C -0.9358 -1.2551 0.8267  -0.2650
S -1.2679 -2.0230 2.3193  -0.2056
H 0.7568 -0.0020 -2.4856  0.4266
H 1.1482 2.4766 -0.3364  0.1454
H 0.3480 1.9534 1.3875  0.1487
H -0.3040 0.9789 2.7009  0.2559
H -1.3613 -1.5890 -0.1854  0.2629

***

Record 2
The following is a quantum chemistry calculation of C4H6N3 as an isolated structure in a non-equilibrium geometry, from OMol25.

- HOMO level (spin up / spin down): -12.82 / -14.36 eV
- 2S+1: 3
- F_max: 5.89 eV/A
- Kohn-Sham gap (spin up / spin down): 9.010 / 7.331 eV
- LUMO (spin up / spin down): -3.81 / -7.03 eV
- Charge: +1
- Expectation value of S²: 2.008

Each line ends with the Mulliken charge.
CARTESIAN COORDINATES (ANGSTROEM)
C -2.0943 1.0810 0.1739  -0.3789
C -0.9788 0.3159 0.1222  0.2888
C 1.1751 -1.0680 0.1042  -0.3977
C 1.6001 0.2794 -0.5687  -0.2901
N -2.8045 -0.0615 -0.4924  -0.1790
N -1.8413 -0.8166 -0.4647  -0.0178
N 0.5499 0.1155 0.4841  0.0339
H -2.4393 1.9176 0.7370  0.3635
H 0.6365 -1.9783 -0.4377  0.2439
H 1.7936 -1.4649 0.8399  0.3105
H 2.5096 0.7808 -0.4202  0.3232
H 1.0757 0.3890 -1.5599  0.2628
H 0.8177 0.5101 1.4822  0.4368

***

Record 3
The following is a quantum chemistry calculation of a 2-piece molecular cluster, C4H6N3 overall in a non-equilibrium geometry, from OMol25.

- HOMO level (spin up / spin down): -11.75 / -13.43 eV
- 2S+1: 3
- F_max: 3.64 eV/A
- Kohn-Sham gap (spin up / spin down): 8.115 / 6.887 eV
- LUMO (spin up / spin down): -3.63 / -6.55 eV
- Charge: +1
- Expectation value of S²: 2.017

Each line ends with the Mulliken charge.
CARTESIAN COORDINATES (ANGSTROEM)
C -1.8484 0.2368 2.8228  -0.2313
C -2.5803 1.3372 2.6792  -0.3225
C -1.6766 0.8610 1.4671  0.4269
C 1.1318 -0.4091 -0.5928  0.3606
N -1.2328 1.0006 0.3617  -0.5632
N 1.2901 -1.4412 -1.3813  -0.3198
N 1.9180 0.6045 -0.3967  -0.3035
H -1.7116 -0.7236 3.2804  0.3488
H -3.1286 2.1729 3.0297  0.3749
H 0.6221 -2.2154 -1.3502  0.2906
H 2.2856 -1.7080 -1.7297  0.2966
H 1.3419 1.1212 0.2278  0.3290
H 2.9825 0.6981 -0.3943  0.3129

***

Record 4
The following is a quantum chemistry calculation of an isolated ion of composition C4H6N3O and charge +1 in a non-equilibrium geometry, from OMol25.

- HOMO level (spin up / spin down): -13.72 / -13.72 eV
- 2S+1: 1
- F_max: 3.16 eV/A
- Kohn-Sham gap (spin up / spin down): 7.593 / 7.594 eV
- Structure (SMILES): O=N[C@H]1C=NC=[NH+]C1
- LUMO (spin up / spin down): -6.13 / -6.13 eV
- Charge: +1

Each line ends with the Mulliken charge.
CARTESIAN COORDINATES (ANGSTROEM)
O -3.3387 -0.0415 -0.4348  -0.2768
N -2.1827 0.0877 -0.6272  0.0487
C -1.2367 0.0204 0.5121  -0.1319
C -0.7693 -1.3611 0.7414  0.0084
N 0.1206 -1.8949 -0.0131  -0.3951
C 0.7913 -1.2062 -0.9236  -0.0371
N 0.9029 0.0946 -0.8775  -0.0536
C 0.1038 0.9019 0.0031  -0.5709
H -1.6643 0.4463 1.4210  0.5011
H -1.2072 -1.9782 1.5153  0.4491
H 1.3187 -1.7780 -1.6775  0.4286
H 1.5405 0.5807 -1.5025  0.2768
H -0.2674 1.7761 -0.5321  0.3874
H 0.6667 1.2169 0.8845  0.3652

***

Record 5
The following is a quantum chemistry calculation of an isolated ion of composition C4H6N3O2 and charge +1 in a non-equilibrium geometry, from OMol25.

- HOMO level: -14.42 eV
- 2S+1: 1
- F_max: 3.44 eV/A
- Kohn-Sham gap: 9.797 eV
- Structure (SMILES): [H]/N=C1/C(=O)NC(=O)[C@@H]1[NH3+]
- LUMO: -4.62 eV
- Charge: +1

Each line ends with the Mulliken charge.
CARTESIAN COORDINATES (ANGSTROEM)
H 0.0921 -2.7844 0.0339  0.2549
N 0.9190 -2.1736 0.0886  -0.5145
C 0.8075 -0.9618 -0.0361  0.4967
C 1.9112 0.1030 -0.0354  0.1658
O 3.0865 -0.0969 -0.0447  -0.4534
N 1.3165 1.3504 -0.0100  -0.0312
C -0.0554 1.4172 -0.1347  0.4543
O -0.7610 2.3226 0.2146  -0.5407
C -0.5391 -0.0006 -0.4091  -0.4721
N -1.8726 -0.2559 0.3048  -0.2618
H 1.8707 2.2405 -0.0395  0.3100
H -0.5738 -0.3759 -1.3732  0.4121
H -2.2094 0.6974 0.5744  0.3540
H -1.6587 -0.5660 1.2794  0.3957
H -2.3336 -0.9159 -0.4131  0.4302

***

Record 6
The following is a quantum chemistry calculation of one molecule with the formula C4H6N4 in a non-equilibrium geometry, from OMol25.

- HOMO level: -9.38 eV
- 2S+1: 1
- F_max: 7.77 eV/A
- Kohn-Sham gap: 9.016 eV
- Structure (SMILES): C=CC1=NN=CNN1
- LUMO: -0.37 eV
- Charge: 0

Each line ends with the Mulliken charge.
CARTESIAN COORDINATES (ANGSTROEM)
C -3.0841 0.2869 0.0534  -0.5343
C -1.9285 -0.3234 0.1264  -0.3238
C -0.4841 -0.1435 0.0342  0.6446
N 0.0413 1.1535 0.0909  -0.3164
N 1.4216 1.2581 -0.2558  -0.4186
C 2.2486 0.3453 0.0673  0.1358
N 1.6206 -0.9779 0.2882  -0.3425
N 0.3308 -1.2101 -0.3115  -0.2236
H -4.0798 -0.2275 -0.2095  0.2365
H -3.4230 1.5023 0.2338  0.2076
H -2.1463 -1.5549 -0.3307  0.1120
H 3.4067 0.1610 -0.2264  0.2842
H 1.4843 -1.1353 1.3748  0.3085
H 0.3472 -1.3028 -1.2126  0.2300

***

Record 7
The following is a quantum chemistry calculation of one molecule with the formula C4H6N4 in a non-equilibrium geometry, from OMol25.

- HOMO level: -9.78 eV
- 2S+1: 1
- F_max: 9.22 eV/A
- Kohn-Sham gap: 10.098 eV
- Structure (SMILES): C=C(C)n1cnnn1
- LUMO: 0.32 eV
- Charge: 0

Each line ends with the Mulliken charge.
CARTESIAN COORDINATES (ANGSTROEM)
C 1.1198 -0.8563 -0.8451  -0.7974
C 0.4708 0.1641 -0.5366  0.6292
C 1.1096 1.5811 -0.6167  -0.8305
N -0.6578 -0.0708 0.4499  0.5894
C -1.1923 -1.2327 0.9186  0.0562
N -2.2228 -0.8825 1.6731  -0.1971
N -2.4054 0.3205 1.6504  -0.3731
N -1.4187 0.9163 0.7824  -0.5096
H 0.8170 -1.9106 -0.4378  0.0733
H 2.0820 -1.0869 -1.4024  0.2699
H 1.8703 1.3725 -1.3657  0.3585
H 0.3033 2.3361 -1.1267  0.2445
H 1.3931 1.7989 0.4776  0.2754
H -1.2689 -2.4497 0.3790  0.2114

***

Record 8
The following is a quantum chemistry calculation of one molecule with the formula C4H6N4 in a non-equilibrium geometry, from OMol25.

- HOMO level: -9.19 eV
- 2S+1: 1
- F_max: 7.81 eV/A
- Kohn-Sham gap: 10.122 eV
- Structure (SMILES): [H]/N=C/Nn1cccn1
- LUMO: 0.93 eV
- Charge: 0

Each line ends with the Mulliken charge.
CARTESIAN COORDINATES (ANGSTROEM)
H 3.6170 -0.9926 -0.5145  0.2978
N 3.2691 0.0442 0.0795  -0.5654
C 2.0432 -0.2622 -0.2573  0.0940
N 1.0913 0.6793 0.3567  -0.6979
N -0.1706 0.3276 0.1967  1.0065
C -1.2725 1.1157 -0.0991  -0.0810
C -2.3658 0.2642 -0.1160  -0.5478
C -1.7971 -0.9644 0.2062  -0.1027
N -0.4841 -0.8655 0.4918  -0.9300
H 1.5445 -1.1645 -0.9072  0.2754
H 1.3399 1.0739 1.3570  0.3004
H -1.1418 2.2656 -0.1414  0.3180
H -3.3653 0.4367 -0.5690  0.3282
H -2.3076 -1.9581 -0.0835  0.3047

***

For reference, energy above the lowest of the compared OMol25 structures with the same formula, charge and spin by record: 84.57 92.49 43.20 64.44 58.62 156.79 123.80 104.93 kcal/mol.